No. 1
Below is C23H49N3P4ScSe as an isolated structure, with properties calculated with wB97M-V/def2-TZVPD.

HOMO energy, eV: -15.3
Total charge: +3
Calculated total energy, eV: -152291.062
Maximum force, eV/A: 3.62
HOMO-LUMO gap, eV: 5.4

Element x y z (Å)
Sc -0.16900 -0.75799 0.03556
P 0.17704 1.61535 1.08404
P -2.61771 -0.03162 -0.72716
P 2.34480 -0.68836 -0.93263
H -1.67068 -2.60834 -2.71458
C -0.68507 -2.62212 -2.22060
C -0.52886 -2.56795 -0.87038
H -1.44620 -2.53755 -0.17170
C 0.25010 3.19418 0.20762
C -1.18476 1.84246 2.27788
C 1.67169 1.63376 2.11791
C -3.37149 -0.77596 -2.19811
C -3.94498 -0.40266 0.50175
C -2.94947 1.74736 -1.02620
C 2.75303 -1.75234 -2.35371
C 3.38916 -1.44948 0.38325
C 3.31502 0.81299 -1.32922
H 0.08412 -3.04214 -2.87925
H 0.51322 -2.60612 -0.40642
H 0.41164 3.96887 0.96688
H -0.68428 3.38351 -0.33242
H 1.08634 3.18240 -0.50269
H -1.20935 2.90230 2.54965
H -1.00087 1.22959 3.17114
H -2.15474 1.54966 1.84587
H 1.99863 2.67334 2.20720
H 2.47995 1.03141 1.67569
H 1.43259 1.22675 3.10844
H -4.41291 -0.43269 -2.29482
H -3.37993 -1.86963 -2.10864
H -2.81513 -0.49301 -3.10602
H -4.90369 -0.03788 0.11705
H -3.73345 0.07473 1.46230
H -3.99819 -1.48622 0.64961
H -4.02004 1.87107 -1.23818
H -2.36162 2.08761 -1.89103
H -2.67920 2.34721 -0.14887
H 3.81064 -1.63605 -2.63734
H 2.13576 -1.47839 -3.22392
H 2.56683 -2.81049 -2.11938
H 4.43202 -1.53515 0.04400
H 3.00870 -2.45600 0.62374
H 3.36321 -0.85230 1.30877
H 4.37080 0.55816 -1.49893
H 3.25934 1.55450 -0.51943
H 2.91124 1.27094 -2.24387
C 0.07199 0.52435 -5.59888
C -0.30515 -0.74626 -6.07832
C 0.10422 -1.10328 -7.36357
C 0.89765 -0.21821 -8.10838
C 1.38027 0.96586 -7.54344
C 1.06458 1.29356 -6.23276
Se -0.97334 1.24673 -4.19032
H -0.38573 0.06795 -3.51210
H -0.97519 -1.37920 -5.48283
H -0.23038 -2.05412 -7.78640
H 1.14253 -0.46365 -9.14751
H 1.99650 1.66401 -8.11820
H 1.46588 2.17639 -5.71901
C 0.67025 -4.12928 3.99824
N 0.70438 -2.71522 4.44337
C -0.57534 -2.36121 5.12070
N -1.77512 -2.63660 4.28785
C -1.77541 -4.05307 3.87450
N -0.52206 -4.46669 3.15306
C -0.43914 -3.84244 1.82744
P -0.37099 -1.98025 2.13013
C 1.00899 -1.80182 3.34891
C -1.87418 -1.73272 3.14388
H 0.61630 -4.76077 4.90001
H 1.58140 -4.37410 3.41853
H -0.54077 -1.29836 5.40009
H -0.64365 -2.97138 6.02864
H -2.62976 -4.24202 3.20290
H -1.84920 -4.66931 4.79246
H 0.47219 -4.18485 1.28661
H -1.32355 -4.09711 1.20519
H 1.05937 -0.76339 3.70814
H 1.97748 -2.04170 2.87921
H -2.78845 -1.92812 2.56134
H -1.93004 -0.69206 3.49300

Cartesian forces, eV/Å:
Sc 0.280 3.489 -0.941
P -0.125 0.272 0.377
P -1.738 0.974 -0.011
P 1.727 -0.026 -0.089
H 0.546 0.263 0.567
C -0.305 -1.768 0.834
C -0.850 -1.894 -2.200
H 1.279 0.083 -1.014
C 0.027 -0.018 -0.349
C -0.139 -0.098 0.044
C 0.231 -0.194 0.084
C 0.087 -0.366 -0.517
C 0.558 -0.189 0.130
C 0.404 0.026 -0.070
C -0.367 -0.244 -0.469
C -0.331 -0.109 0.318
C -0.445 0.506 -0.035
H 0.268 0.940 0.250
H -0.978 -0.991 -0.556
H -0.037 -0.031 -0.235
H 0.285 0.041 0.079
H -0.218 0.130 0.125
H -0.157 -0.167 0.180
H -0.062 0.287 -0.185
H 0.355 0.238 0.211
H 0.123 -0.174 0.201
H -0.239 0.358 0.196
H 0.189 0.233 -0.207
H 0.350 -0.046 0.082
H -0.205 0.247 0.002
H -0.267 -0.097 0.284
H 0.202 -0.082 0.038
H -0.140 -0.067 -0.083
H -0.178 0.123 0.022
H 0.285 -0.014 0.042
H -0.226 0.011 0.264
H -0.170 -0.093 -0.248
H -0.330 -0.016 0.216
H 0.228 -0.041 0.190
H 0.081 0.238 -0.041
H -0.331 0.026 0.054
H 0.222 0.214 -0.077
H 0.103 -0.192 -0.338
H -0.341 -0.095 0.082
H 0.033 -0.205 -0.227
H 0.126 -0.082 0.227
C 0.755 -0.506 -1.060
C 0.042 0.818 -0.413
C 0.244 -0.037 0.193
C -0.087 -0.076 -0.184
C 0.471 -0.208 -0.204
C -1.212 0.077 0.394
Se 0.691 -0.350 0.773
H -0.476 0.133 0.922
H 0.099 0.296 -0.444
H 0.213 0.352 0.065
H -0.092 0.122 0.463
H -0.084 -0.480 0.142
H -0.334 -0.214 -0.513
C -0.436 -0.150 -0.062
N -0.316 -0.148 -0.201
C 0.186 -0.323 -0.296
N 0.416 -0.066 -0.116
C 0.530 -0.272 0.025
N -0.090 0.753 0.120
C 0.202 -0.232 0.953
P 0.265 -0.405 0.087
C -0.092 -0.407 0.514
C -0.317 -0.152 0.875
H 0.108 0.219 -0.405
H -0.382 0.146 0.432
H -0.102 -0.315 -0.050
H -0.039 0.180 -0.196
H 0.243 -0.002 0.421
H -0.053 0.275 -0.606
H -0.500 0.194 0.409
H 0.402 0.088 0.475
H -0.079 -0.329 -0.035
H -0.367 -0.028 0.184
H 0.342 -0.088 0.189
H 0.037 -0.265 -0.057

=====

No. 2
Below is the molecule C4H7NO2, with properties calculated with wB97M-V/def2-TZVPD.

HOMO energy, eV: -9.8
Total charge: 0
SMILES: O[C@@H]1CN=COC1
Calculated total energy, eV: -9844.995
Maximum force, eV/A: 2.52
HOMO-LUMO gap, eV: 10.7

Element x y z (Å)
O -1.36818 -0.35547 1.27189
C -0.97709 0.10727 -0.08169
C -0.23584 -0.99567 -0.81865
N 1.14224 -1.15722 -0.36267
C 1.77061 -0.09628 -0.07774
O 1.29554 1.16641 -0.03685
C -0.10666 1.31215 0.24261
H -0.66776 -0.91719 1.65057
H -1.92344 0.39338 -0.55227
H -0.22194 -0.83467 -1.90575
H -0.78377 -1.92392 -0.64278
H 2.83422 -0.12882 0.16445
H -0.38416 2.28925 -0.17446
H -0.37376 1.14077 1.32334

Cartesian forces, eV/Å:
O -0.394 -0.893 -0.870
C -0.284 -0.538 0.636
C -0.197 -0.032 0.017
N 0.144 0.269 0.021
C -0.020 -0.315 0.045
O -0.158 -0.107 0.116
C -0.312 -0.133 0.667
H -0.219 0.204 -0.442
H 0.220 -0.166 0.042
H -0.056 0.165 0.200
H 0.140 -0.016 -0.113
H -0.176 0.016 -0.050
H -0.104 -0.484 0.191
H 1.416 2.031 -0.460

=====

No. 3
Below is the molecule C2H5NO2S, with properties calculated with wB97M-V/def2-TZVPD.

HOMO energy, eV: -10.6
Total charge: 0
SMILES: C/C=N/[SH](=O)=O
Calculated total energy, eV: -18571.925
Maximum force, eV/A: 9.79
HOMO-LUMO gap, eV: 9.9

Element x y z (Å)
C 1.94187 0.08257 0.05714
C 0.55782 -0.19511 0.19095
N -0.49190 0.80792 -0.18043
S -2.04152 0.13846 -0.16727
O -3.06345 0.92044 0.43366
O -1.83647 -1.17145 0.33871
H 2.18682 1.13707 0.29918
H 2.28059 -0.38896 -0.93047
H 2.33660 -0.39764 0.95615
H 0.24733 -1.07143 0.65404
H -2.11770 0.13813 -1.65167

Cartesian forces, eV/Å:
C 1.555 0.524 0.392
C -7.025 6.480 -2.110
N 4.982 -3.950 1.391
S 1.951 -0.187 -1.519
O 0.052 0.809 -0.447
O -1.049 -1.918 0.007
H -0.149 -0.345 -1.304
H 0.104 0.903 1.485
H 0.764 -0.659 -0.515
H -0.811 -1.650 0.308
H -0.374 -0.008 2.314

=====

No. 4
Below is a 5-piece molecular cluster, C5H20N4O5 overall, with properties calculated with wB97M-V/def2-TZVPD.

HOMO energy, eV: -8.9
Total charge: 0
SMILES: NC(N)=O.NC(N)=O.CO.CO.CO
Calculated total energy, eV: -21707.614
Maximum force, eV/A: 1.76
HOMO-LUMO gap, eV: 9.2

Element x y z (Å)
N 0.57503 0.19796 -1.01204
C -0.47595 -0.48085 -0.48256
N -1.08202 -1.34117 -1.34752
O -0.80806 -0.44550 0.70328
H 1.21667 0.73788 -0.46322
H 0.71661 0.13092 -2.00392
H -0.90254 -1.35000 -2.33306
H -1.66787 -2.04573 -0.93704
N 2.93601 2.79194 -0.32180
C 2.55509 2.30424 0.90534
N 3.47957 1.49533 1.51343
O 1.51314 2.68146 1.42503
H 2.28975 3.39325 -0.79478
H 3.81525 2.49559 -0.69744
H 4.37374 1.25570 1.14506
H 3.21108 1.37016 2.47782
C 0.57215 -0.19211 -5.28190
O -0.25949 -0.54512 -4.13698
H 0.05068 0.37216 -6.04883
H 1.35762 0.42457 -4.84957
H 1.01189 -1.13936 -5.58731
H -0.74792 -1.33590 -4.38822
C -1.03351 0.87079 4.11241
O -1.69955 0.82661 2.85208
H -1.51007 1.68300 4.66345
H -1.31607 -0.06268 4.61447
H 0.04452 1.03267 4.09846
H -1.19686 0.27796 2.20865
C -2.74657 -2.88499 1.70058
O -3.66302 -1.83091 1.59253
H -2.01495 -2.71814 2.49025
H -3.24841 -3.85151 1.79948
H -2.19415 -3.11014 0.77211
H -3.15179 -1.00808 1.61176

Cartesian forces, eV/Å:
N -0.139 0.105 -0.424
C 0.368 -0.600 0.731
N -0.394 -0.102 0.025
O 0.323 -0.091 -0.657
H -0.386 0.143 0.234
H 0.142 0.018 -0.031
H 0.199 0.104 0.126
H -0.207 0.215 -0.040
N 0.058 -0.772 0.306
C 0.013 1.575 -0.177
N -1.462 0.131 0.585
O 0.581 -0.827 -0.057
H 0.120 0.051 -0.176
H -0.049 0.292 -0.472
H 0.220 0.003 0.056
H 0.611 -0.439 -0.036
C 0.140 -0.590 1.655
O -0.042 0.285 -0.633
H -0.194 -0.238 -0.103
H 0.072 0.095 -0.245
H 0.166 0.299 -0.757
H -0.097 0.128 -0.086
C -1.435 -0.435 -0.223
O 0.720 -0.035 -0.274
H 0.204 0.043 0.076
H 0.581 0.074 0.421
H 0.028 -0.080 -0.305
H -0.223 0.633 0.443
C 0.391 -0.782 -0.684
O 0.042 0.066 -0.116
H -0.026 -0.177 0.117
H -0.441 0.339 0.727
H 0.215 0.644 -0.029
H -0.103 -0.076 0.024

=====

No. 5
Below is a 3-piece molecular cluster, C4H17N2O2 overall, with properties calculated with wB97M-V/def2-TZVPD.

HOMO energy, eV: -11.7
Total charge: +1
Calculated total energy, eV: -11491.585
Maximum force, eV/A: 3.48
HOMO-LUMO gap, eV: 8.5

Element x y z (Å)
C 0.13772 0.12061 -0.24202
C 1.36693 -0.54132 -0.88393
C 1.15360 -2.06162 -1.39237
C 1.94085 -3.21088 -0.85028
N 1.35494 -3.99839 0.19850
N -0.20521 1.51571 -0.84513
H -0.82201 -0.37700 -0.22954
H 0.39274 0.47962 0.78341
H 2.16761 -0.49845 -0.14420
H 1.57757 -0.05476 -1.83889
H 0.08517 -2.19412 -1.31983
H 1.22772 -1.91205 -2.51099
H 2.98493 -2.94022 -0.61674
H 2.37997 -3.91763 -1.65791
H 1.75972 -3.82015 1.10527
H 0.35598 -4.04335 0.11653
H -0.62265 1.44712 -1.77274
H 0.57467 2.16081 -0.86358
H -1.05110 1.90927 -0.35307
H -2.29506 3.58689 1.57783
H -2.18159 1.91185 1.45737
O -2.16445 2.77356 1.04027
H -3.67280 5.18680 2.70169
H -3.43013 3.95690 3.60277
O -3.01513 4.52081 2.93755

Cartesian forces, eV/Å:
C 0.702 2.054 0.972
C -0.652 -1.506 -0.212
C -0.760 2.328 -1.786
C 2.761 -1.622 -1.357
N 0.546 0.297 -0.141
N -1.879 -0.890 -0.300
H 0.052 -0.538 -0.124
H -0.341 -0.899 -0.467
H 0.235 0.204 -0.491
H 0.475 0.539 0.548
H -0.481 -0.693 0.387
H 0.472 -0.790 1.067
H -0.502 0.725 0.905
H -1.813 0.855 0.326
H -0.652 -0.035 0.072
H -0.131 -0.102 0.559
H 0.697 -0.233 -0.509
H 0.077 0.215 0.128
H 1.078 0.472 0.558
H -0.235 -1.011 0.664
H -0.421 0.636 1.076
O 0.748 -0.181 -1.872
H 0.047 -0.065 0.117
H 0.009 0.171 -0.082
O -0.031 0.073 -0.038